Record 1
# C16H29BNS2

2 unconnected molecules or ions with the total composition C16H29BNS2 at a distorted geometry (ωB97M-V with the def2-TZVPD basis set, the OMol25 dataset).

CARTESIAN COORDINATES (ANGSTROEM)
1 C -1.504800 -0.489916 1.021773
2 C -0.873323 -1.564285 0.174887
3 C -0.602261 -2.782096 1.056030
4 N 0.420115 -1.151600 -0.541714
5 C 0.984041 -2.434447 -1.072737
6 C 0.169472 -3.154753 -1.941884
7 C 0.639221 -4.355013 -2.475740
8 C 1.913170 -4.804399 -2.120701
9 C 2.715864 -4.069067 -1.244793
10 C 2.250519 -2.861480 -0.708044
11 C 0.119068 -0.316874 -1.795350
12 C 1.322613 -0.357946 -2.735137
13 C -0.241982 1.120456 -1.530995
14 B 1.427655 -0.368933 0.466276
15 H 0.889627 0.692547 0.880688
16 H -2.408954 -0.918499 1.470051
17 H -0.866383 -0.186833 1.855467
18 H -1.803797 0.401644 0.471765
19 H -1.566256 -1.821325 -0.636881
20 H -1.458528 -2.937100 1.718152
21 H -0.470261 -3.700042 0.475318
22 H 0.279904 -2.638272 1.691337
23 H -0.827737 -2.795817 -2.210083
24 H -0.002317 -4.915385 -3.159450
25 H 2.283244 -5.741272 -2.533484
26 H 3.714255 -4.404254 -0.954546
27 H 2.863252 -2.275640 -0.025207
28 H -0.745436 -0.813248 -2.254989
29 H 1.191225 0.399991 -3.512431
30 H 2.258565 -0.129506 -2.211566
31 H 1.428708 -1.324066 -3.238030
32 H -0.393004 1.605933 -2.502125
33 H -1.157750 1.254153 -0.955268
34 H 0.564588 1.669580 -1.039122
35 H 1.715022 -1.057456 1.426373
36 H 2.473350 -0.086166 -0.084695
37 C -2.162576 5.108047 2.303830
38 C -1.035222 5.381197 1.325906
39 S -0.394430 3.910347 0.458844
40 C -0.136968 2.784302 1.686016
41 S -1.292729 2.486635 2.872780
42 C -1.791900 4.153518 3.423414
43 H -2.460827 6.062534 2.753901
44 H -3.031061 4.717269 1.763155
45 H -1.405071 6.012269 0.507936
46 H -0.174647 5.877135 1.792936
47 H 0.847288 2.323891 1.779233
48 H -0.988195 4.538307 4.064440
49 H -2.674353 3.955934 4.044461

Force components x, y, z for each atom (eV/Å):
C -0.459 0.400 0.513
C 0.302 -0.185 -0.017
C -0.198 -0.444 0.196
N 0.016 -0.069 -0.031
C -0.048 0.389 0.214
C 0.275 -0.580 -0.238
C -0.068 0.410 0.236
C 0.237 -0.113 0.044
C -0.237 0.186 0.001
C -0.137 -0.314 -0.270
C 0.292 -0.243 0.040
C 0.158 0.003 -0.494
C -0.194 0.789 -0.058
B 0.418 0.607 0.617
H 0.168 -0.886 -0.474
H 0.067 0.086 -0.173
H 0.054 -0.179 -0.158
H -0.008 -0.169 0.104
H 0.038 -0.028 0.312
H 0.052 0.029 -0.085
H -0.006 0.219 0.201
H -0.206 0.062 -0.229
H 0.446 -0.263 0.050
H 0.332 0.087 0.229
H -0.058 0.201 0.097
H -0.372 -0.051 -0.223
H -0.228 -0.200 -0.245
H 0.233 0.209 -0.056
H -0.029 -0.078 0.075
H -0.305 -0.070 -0.036
H 0.031 0.267 0.126
H -0.092 -0.122 0.131
H 0.132 -0.013 -0.167
H 0.020 -0.222 -0.075
H -0.354 0.036 -0.179
H -0.356 0.022 -0.150
C -0.145 0.039 -0.021
C -0.824 0.183 -0.021
S 1.573 0.365 -0.256
C -0.497 1.342 0.519
S 1.004 -0.484 1.217
C -0.727 0.327 -0.251
H 0.033 -0.115 -0.055
H 0.100 0.107 0.093
H 0.204 -0.107 0.177
H -0.133 -0.256 -0.203
H -0.641 -0.919 -0.783
H -0.139 -0.274 -0.196
H 0.275 0.022 -0.050

E_tot: -1502.7059 Eh
charge: +1
highest occupied orbital energy: -11.5 eV
energy above the lowest of the compared OMol25 structures with the same formula, charge and spin: 0.0 kJ/mol



Record 2
# C16H29Cl2N5O7SSbSeSn

A molecular structure, C16H29Cl2N5O7SSbSeSn at a distorted geometry (ωB97M-V with the def2-TZVPD basis set, the OMol25 dataset).

CARTESIAN COORDINATES (ANGSTROEM)
1 Sn 0.384434 0.016305 0.065752
2 C 1.727410 -3.995955 -1.055377
3 O 0.316034 -4.107592 -1.237642
4 C -0.435630 -3.257774 -0.532528
5 O -0.002293 -2.577793 0.388053
6 N -1.749627 -3.447128 -0.837175
7 N -2.696062 -2.571233 -0.263465
8 H 2.151329 -4.906721 -1.470689
9 H 1.972759 -3.895236 0.001370
10 H 2.102367 -3.134923 -1.606091
11 H -1.882228 -3.705525 -1.806811
12 H -3.611285 -2.959509 -0.443883
13 H -2.622727 -1.657577 -0.714567
14 C -1.261069 1.736321 4.869024
15 C -2.445883 1.577970 3.922561
16 Sb -1.990348 0.306328 2.184416
17 C -1.757294 -1.519396 3.331787
18 C -2.817670 -1.754111 4.398955
19 C -4.082197 -0.053517 1.588251
20 C -5.146797 0.677531 2.399378
21 H -1.460261 2.518900 5.606106
22 H -0.357986 1.998768 4.323178
23 H -1.055629 0.809837 5.408002
24 H -2.736720 2.553193 3.531781
25 H -3.303881 1.158062 4.446552
26 H -0.765247 -1.463295 3.784447
27 H -1.742225 -2.328045 2.600552
28 H -2.771929 -0.981010 5.167419
29 H -2.659119 -2.719209 4.886505
30 H -3.822948 -1.750760 3.972737
31 H -4.247654 -1.131828 1.600825
32 H -4.123464 0.275136 0.547631
33 H -5.181274 0.317578 3.428597
34 H -6.139529 0.526633 1.965927
35 H -4.948939 1.750055 2.424500
36 Se 2.788605 -1.272113 2.872924
37 C 1.745948 0.114927 2.774813
38 N 1.012384 1.016051 2.596604
39 O -1.576721 0.135124 -1.323973
40 S -0.605712 -0.013306 -2.466633
41 O 0.175884 -1.250236 -2.119600
42 O 0.337712 1.107160 -2.312070
43 O -1.246057 -0.124085 -3.746197
44 Cl -0.057659 2.970550 -0.046409
45 C 0.313516 3.855186 1.463797
46 Cl -1.105202 4.693494 2.089360
47 H 1.074629 4.600389 1.261608
48 H 0.628075 3.113961 2.191575
49 N 2.808663 -1.645693 -3.980638
50 C 3.793833 -0.735158 -3.957629
51 O 4.797948 -0.810624 -4.652878
52 C 3.571781 0.419915 -3.014692
53 C 3.685349 1.707257 -3.512025
54 C 3.425353 2.773328 -2.676951
55 C 3.049683 2.513735 -1.371631
56 N 2.963695 1.292680 -0.851567
57 C 3.240926 0.266914 -1.667162
58 H 2.875566 -2.368777 -4.678059
59 H 1.925944 -1.530970 -3.477526
60 H 3.967925 1.845237 -4.547428
61 H 3.494878 3.792866 -3.030521
62 H 2.819126 3.325691 -0.691850
63 H 3.219943 -0.717409 -1.203197

Force components x, y, z for each atom (eV/Å):
Sn 0.025 -0.357 -0.131
C 0.086 0.078 0.057
O -0.051 0.043 -0.319
C -0.008 -0.480 1.174
O -0.294 0.182 -0.354
N 0.055 0.127 -0.392
N 0.241 0.249 -0.053
H -0.019 -0.003 0.031
H 0.006 -0.004 -0.051
H -0.002 0.063 0.031
H -0.023 0.072 -0.010
H 0.007 -0.044 0.090
H -0.029 0.055 -0.060
C -0.038 0.022 -0.044
C 0.285 -0.039 -0.345
Sb -0.964 -0.355 0.641
C 0.098 0.199 -0.056
C 0.094 0.092 -0.105
C 0.272 0.229 -0.046
C 0.089 -0.104 -0.036
H -0.001 -0.031 0.050
H 0.066 0.024 0.075
H 0.049 -0.025 -0.008
H -0.059 -0.016 -0.067
H -0.053 -0.059 -0.121
H 0.060 -0.067 -0.069
H 0.049 0.046 -0.052
H -0.075 -0.022 0.056
H -0.058 -0.004 0.038
H -0.038 -0.022 0.035
H 0.097 -0.024 0.005
H -0.002 -0.084 -0.028
H -0.011 0.051 0.031
H -0.012 0.038 0.007
H -0.080 0.023 0.049
Se 0.889 -1.187 0.103
C -0.986 1.365 -0.150
N 0.334 -0.120 0.269
O -0.207 -0.164 0.794
S -0.095 -0.361 -0.944
O 0.428 -0.326 -0.020
O 0.289 0.518 0.062
O -0.208 0.123 -0.213
Cl 0.045 0.576 0.199
C -0.008 -0.333 -0.165
Cl -0.232 0.149 0.090
H -0.001 -0.084 -0.114
H 0.065 -0.026 -0.053
N -0.663 -0.392 0.195
C 0.426 0.351 0.240
O -0.215 0.077 -0.001
C -0.045 -0.132 0.291
C 0.039 -0.092 -0.119
C 0.004 0.108 -0.026
C -0.001 -0.008 0.279
N 0.310 -0.317 -0.454
C 0.023 0.170 -0.071
H 0.009 -0.019 0.070
H 0.220 0.158 -0.112
H 0.000 0.052 -0.012
H -0.016 0.008 0.003
H -0.034 0.042 -0.049
H -0.129 0.012 -0.117

E_tot: -5602.2225 Eh
charge: -1
highest occupied orbital energy: -5.1 eV
energy above the lowest of the compared OMol25 structures with the same formula, charge and spin: 114.7 kJ/mol



Record 3
# C16H29ClFO11S2

5 unconnected molecules or ions with the total composition C16H29ClFO11S2 at a distorted geometry (ωB97M-V with the def2-TZVPD basis set, the OMol25 dataset).

CARTESIAN COORDINATES (ANGSTROEM)
1 Cl 0.001057 1.113036 -0.550057
2 O -0.486841 0.233205 -1.598526
3 O -0.964026 1.153084 0.525836
4 O 1.260192 0.551228 -0.076643
5 O 0.233215 2.445935 -1.036521
6 C 3.614330 -1.473598 4.562404
7 C 2.398899 -1.766961 3.684159
8 C 1.793998 -0.351811 3.507955
9 O 2.570508 0.536538 4.320717
10 C 3.119850 -0.274901 5.343606
11 H 4.461175 -1.109127 3.975009
12 H 3.989787 -2.302485 5.166590
13 H 1.671187 -2.362498 4.233126
14 H 2.679365 -2.238675 2.745471
15 H 0.753690 -0.347843 3.857334
16 H 1.754270 0.043325 2.498782
17 H 2.338175 -0.535557 6.075456
18 H 3.901817 0.267722 5.876637
19 O 3.179952 4.437666 -1.607109
20 S 4.125578 3.399583 -1.549327
21 O 5.508733 3.638654 -1.815315
22 O 3.967321 2.759096 -0.117428
23 C 5.035124 1.931668 0.394886
24 C 4.520551 1.267362 1.649376
25 C 3.576389 2.066943 -2.604700
26 H 5.892399 2.566596 0.625698
27 H 5.332745 1.240795 -0.397911
28 H 5.366745 0.905558 2.238830
29 H 3.804618 0.473666 1.450240
30 H 4.000801 1.984414 2.285531
31 H 4.384851 1.768388 -3.264121
32 H 2.688291 2.401844 -3.134827
33 H 3.237072 1.221283 -2.005957
34 O -3.753088 1.692697 -4.453752
35 S -4.365266 2.127129 -3.246553
36 O -5.216303 3.275731 -3.232613
37 O -5.227051 0.875918 -2.761346
38 C -6.056126 1.047065 -1.600977
39 C -5.544440 0.210006 -0.461460
40 C -3.172659 2.339428 -1.975336
41 H -7.066299 0.723902 -1.859998
42 H -6.148267 2.105672 -1.352501
43 H -4.524000 0.451965 -0.164970
44 H -5.514467 -0.827419 -0.806324
45 H -6.219758 0.269527 0.390952
46 H -3.699591 2.729888 -1.110205
47 H -2.513232 3.087527 -2.416171
48 H -2.605261 1.437699 -1.760034
49 F -4.311423 -5.195907 -0.191904
50 C -3.299229 -4.548606 -0.819136
51 C -2.187917 -5.263510 -1.191355
52 C -1.215515 -4.638816 -1.952357
53 C -1.329639 -3.299564 -2.288719
54 C -2.420225 -2.575402 -1.825518
55 C -3.433317 -3.212617 -1.119211
56 H -2.088502 -6.316131 -0.960289
57 H -0.357214 -5.193432 -2.311446
58 H -0.619385 -2.782640 -2.919408
59 H -2.513001 -1.517465 -2.030780
60 H -4.310672 -2.646758 -0.837783

Force components x, y, z for each atom (eV/Å):
Cl 0.770 -0.797 0.440
O -0.288 0.427 -0.166
O -0.028 -0.023 -0.070
O -0.260 0.256 0.097
O -0.162 0.010 -0.359
C 0.344 -0.088 0.289
C 0.224 0.503 -0.025
C -0.512 0.099 0.012
O -0.032 0.019 0.163
C -0.014 0.178 0.126
H -0.080 -0.132 -0.184
H -0.284 -0.058 0.031
H 0.134 -0.336 -0.141
H -0.214 -0.080 -0.028
H 0.077 0.007 0.099
H 0.267 -0.054 -0.203
H 0.055 -0.140 -0.039
H -0.012 0.134 -0.169
O -0.713 1.207 -0.037
S -0.096 -1.630 -0.189
O 0.582 0.165 0.018
O 0.121 0.270 0.294
C -0.049 0.166 -0.033
C -0.014 0.073 0.203
C -0.285 -0.203 0.137
H -0.055 0.060 -0.121
H 0.017 -0.192 0.193
H -0.067 -0.237 -0.120
H 0.098 -0.109 -0.118
H 0.034 0.129 -0.119
H -0.019 0.103 -0.085
H 0.147 0.178 -0.146
H 0.142 0.077 0.198
O 0.106 -0.064 -0.226
S -0.065 -0.429 0.293
O -0.205 0.380 -0.123
O -0.007 -0.078 -0.011
C -0.447 0.304 0.244
C 0.264 -0.579 -0.206
C 0.018 0.170 -0.402
H 0.100 -0.064 -0.243
H 0.195 0.013 -0.015
H -0.069 0.241 0.098
H -0.101 0.014 0.158
H 0.061 0.059 0.065
H 0.166 0.045 0.117
H 0.155 0.062 0.361
H -0.053 -0.079 -0.101
F 0.036 0.052 0.150
C -0.215 -0.004 -0.090
C 0.246 -0.528 -0.180
C 0.346 0.296 -0.301
C -0.247 0.385 0.069
C -0.216 -0.168 -0.040
C 0.020 0.442 -0.028
H -0.167 0.024 0.120
H -0.046 -0.109 0.100
H 0.232 -0.159 0.147
H 0.107 -0.006 -0.077
H -0.042 -0.203 0.172

E_tot: -2810.9227 Eh
charge: -1
highest occupied orbital energy: -6.7 eV



| no. | HOMO-LUMO gap (eV) | LUMO level (eV) |
| --- | --- | --- |
| 1 | 5.38 | -6.2 |
| 2 | 7.57 | 2.5 |
| 3 | 9.40 | 2.7 |